Record 1
81
Properties=species:S:1:pos:R:3:forces:R:3 method="wB97M-V/def2-TZVPD" gap_ev=10.521 smiles="CN(COCOCCO)S(=O)(=O)F.CCOC(=O)C(F)(F)F.CCOC(=O)C(F)(F)F.CCOC(=O)C(F)(F)F.CCOC(=O)C(F)(F)F" homo_ev=-10.1 fmax_ev_per_a=2.4
C -1.88096 2.01241 5.26319 -0.818 -0.134 0.432
N -2.18403 0.76355 4.53762 -0.115 -0.415 -1.217
C -0.99711 0.04443 4.01952 0.511 -0.529 0.914
O 0.09592 0.86863 3.79327 0.166 0.058 -0.439
C 0.11505 1.41520 2.48562 -0.226 -0.177 -0.202
O 1.40761 1.76265 2.14811 0.188 0.154 0.015
C 1.53910 3.11004 1.71725 -0.140 -0.176 -0.098
C 0.79017 3.36593 0.42233 -0.911 0.049 0.221
O 1.13856 4.62313 -0.14665 0.182 -0.034 0.061
S -3.35653 0.97830 3.41421 0.193 2.390 -0.445
O -2.88598 1.06418 2.07943 0.638 -1.142 -0.465
O -4.15862 2.06661 3.81589 -0.830 0.288 0.999
F -4.23130 -0.28162 3.50869 0.103 -0.914 0.276
H -1.78713 2.86179 4.60080 0.403 0.170 -0.141
H -1.01465 1.86613 5.88413 0.435 -0.126 -0.093
H -2.71372 2.21838 5.91745 -0.240 0.080 0.177
H -0.68663 -0.63802 4.80051 0.062 -0.077 0.297
H -1.23571 -0.57314 3.16069 -0.332 0.085 -0.273
H -0.57289 2.25722 2.45041 -0.008 0.394 -0.005
H -0.24532 0.67829 1.77027 -0.153 -0.327 0.007
H 1.15032 3.75282 2.50404 0.161 0.396 0.108
H 2.59125 3.28702 1.55114 0.336 0.020 0.167
H 0.90504 2.53356 -0.26485 0.338 0.266 -0.106
H -0.27042 3.40883 0.66256 -0.273 -0.197 0.019
H 0.30721 5.06480 -0.34245 0.249 0.124 -0.092
C 0.48353 -1.30582 -5.47374 -0.014 0.071 0.444
C 1.54982 -0.44431 -4.83305 0.059 -0.154 -0.546
O 1.13010 0.02971 -3.53747 0.039 0.164 0.158
C 1.25306 -0.83203 -2.53988 0.111 0.047 -0.483
O 1.67011 -1.94791 -2.61310 0.004 -0.148 0.246
C 0.80826 -0.16883 -1.22854 -0.261 0.132 0.663
F -0.34923 0.49484 -1.37628 0.153 -0.055 -0.088
F 1.73414 0.71384 -0.80792 0.031 -0.426 -0.313
F 0.63489 -1.07024 -0.26434 0.107 0.016 -0.207
H -0.46158 -0.76668 -5.52363 0.034 0.074 -0.101
H 0.78265 -1.59103 -6.47681 0.104 0.054 -0.033
H 0.31301 -2.21146 -4.89187 0.086 -0.046 -0.038
H 1.72652 0.44607 -5.43196 -0.080 0.149 0.186
H 2.49756 -0.97427 -4.74855 -0.039 -0.060 0.207
C 4.72267 6.59530 -0.02927 0.272 0.153 0.077
C 4.09098 6.16194 1.27509 -0.288 -0.036 -0.522
O 5.07365 6.08628 2.32892 0.045 -0.088 0.195
C 5.40485 7.23411 2.89892 -0.335 -0.198 -0.339
O 4.97361 8.31310 2.62474 0.103 0.220 0.156
C 6.41944 6.97691 4.02377 0.419 -0.022 0.330
F 7.39011 6.14168 3.62623 -0.148 0.102 0.022
F 5.80701 6.42402 5.08410 0.006 0.059 -0.164
F 6.98960 8.11361 4.42084 -0.135 -0.105 -0.085
H 5.55153 5.93568 -0.28799 -0.076 -0.088 -0.037
H 3.98587 6.57013 -0.83070 -0.040 -0.051 0.026
H 5.12185 7.60640 0.04373 -0.089 0.041 0.007
H 3.68099 5.16212 1.17385 0.126 -0.071 0.174
H 3.27543 6.82187 1.56560 0.118 0.107 0.135
C -4.58282 -3.54596 2.71487 0.144 0.006 -0.284
C -3.63534 -4.16091 3.72072 -0.544 0.239 0.243
O -2.61750 -4.94334 3.06725 0.199 -0.081 -0.015
C -1.60404 -4.25400 2.56588 -0.409 0.026 0.279
O -1.46361 -3.06768 2.61104 0.233 0.095 -0.098
C -0.58271 -5.21487 1.93819 0.397 -0.254 -0.355
F -1.18605 -6.13635 1.17304 0.032 0.136 0.126
F 0.09956 -5.85710 2.89997 -0.142 0.106 -0.051
F 0.28879 -4.55340 1.18039 -0.158 -0.016 0.149
H -5.01741 -4.31429 2.07506 -0.061 -0.052 0.098
H -5.38589 -3.01692 3.22600 0.002 -0.013 0.038
H -4.06317 -2.84026 2.06810 0.002 0.078 0.067
H -4.17038 -4.84715 4.37290 0.150 -0.205 -0.082
H -3.17287 -3.40393 4.35282 0.149 0.023 -0.112
C -2.63776 -7.11567 -5.42646 -0.180 0.135 -0.226
C -1.55480 -6.07678 -5.23121 0.010 -0.458 0.371
O -1.51568 -5.14792 -6.33331 0.118 0.144 -0.130
C -2.41682 -4.17768 -6.30719 0.167 -0.381 0.289
O -3.24879 -4.00421 -5.46946 -0.169 0.233 -0.038
C -2.21045 -3.25094 -7.51464 -0.071 0.322 -0.603
F -2.03858 -3.94348 -8.64928 0.020 0.007 0.212
F -1.11742 -2.48758 -7.32813 -0.333 -0.282 -0.123
F -3.25340 -2.44167 -7.68839 0.108 -0.115 0.185
H -2.50971 -7.62363 -6.38260 0.088 -0.066 0.042
H -2.60222 -7.85383 -4.62651 0.046 0.005 0.015
H -3.62597 -6.65770 -5.42978 0.004 0.024 0.099
H -0.57646 -6.55083 -5.21027 0.072 0.125 -0.193
H -1.67814 -5.53806 -4.29289 -0.105 0.155 -0.089


Record 2
84
Properties=species:S:1:pos:R:3:forces:R:3 method="wB97M-V/def2-TZVPD" gap_ev=9.494 smiles="C[C@@H](O)C[C@@]1(CCCCO)NC(=O)C[C@]1(PP(=O)(O)O)P(O)(O)=S.FC(F)C(F)(F)COC(F)(F)C(F)F.FC(F)C(F)(F)COC(F)(F)C(F)F" homo_ev=-9.2 fmax_ev_per_a=4.7
C -0.67895 0.13895 -4.64623 0.840 0.757 0.392
C 0.76918 0.33673 -4.11150 -1.289 -0.161 -1.304
O 0.74386 1.38748 -3.15899 0.412 -0.270 0.368
C 1.36006 -0.99802 -3.64155 -0.102 0.960 0.705
C 1.98455 -1.11710 -2.22659 0.283 -1.082 -1.053
C 3.48770 -1.40041 -2.44872 0.876 0.175 -0.493
C 4.22507 -0.10698 -2.90528 -0.505 -0.532 0.431
C 5.03061 0.58446 -1.78799 -0.998 0.540 -0.545
C 4.53146 1.97952 -1.39354 0.526 0.536 0.057
O 3.87707 2.66853 -2.46422 -0.052 -0.332 0.055
N 1.95291 -0.03273 -1.26770 -0.306 1.161 -0.531
C 2.27405 -0.45194 -0.03106 -2.344 -2.963 -2.786
O 2.73441 0.16696 0.84144 1.720 2.157 3.194
C 1.91769 -1.95614 -0.04239 0.714 -0.003 0.592
C 1.18066 -2.16511 -1.38298 0.340 -0.687 1.798
P -0.60304 -1.57404 -1.22963 -0.511 0.708 -1.158
P -0.95045 -0.59659 0.67452 -0.841 -0.574 0.657
O -0.39776 0.73177 0.75117 1.450 1.666 -0.212
O -2.54483 -0.45939 0.72344 -0.264 -0.890 -0.167
O -0.62433 -1.47632 1.96733 -0.182 -0.470 -0.260
P 1.28211 -3.96204 -1.77051 0.842 -0.931 -0.957
O 1.73951 -4.69432 -0.41874 -0.578 0.445 0.065
O -0.17244 -4.59589 -2.04050 0.071 0.780 0.531
S 2.46026 -4.50580 -3.19811 0.131 0.300 -0.283
H -0.83484 -0.83638 -5.08644 -0.142 -0.183 -0.077
H -1.33451 0.34345 -3.80839 -0.365 -0.379 0.098
H -0.85412 0.91135 -5.39013 -0.242 0.004 -0.227
H 1.32619 0.68052 -4.98264 0.512 -0.031 0.065
H 0.51947 2.18102 -3.64697 -0.056 0.221 0.006
H 2.11098 -1.29317 -4.35750 0.318 0.020 -0.151
H 0.60244 -1.76406 -3.74231 -0.319 -0.101 0.127
H 3.67792 -2.12840 -3.22180 -0.389 -0.402 -0.013
H 4.01367 -1.75693 -1.56807 -0.186 -0.186 0.251
H 4.91360 -0.36989 -3.69508 0.131 -0.144 -0.263
H 3.47303 0.53125 -3.36444 0.231 0.472 0.005
H 4.98953 -0.02278 -0.89223 0.344 -0.154 0.220
H 6.04917 0.68979 -2.12858 0.381 -0.130 0.085
H 5.40768 2.56614 -1.12027 0.130 0.100 0.153
H 3.89880 1.98132 -0.51053 -0.217 -0.325 0.079
H 3.14346 3.13455 -2.06422 -0.166 0.251 -0.136
H 2.19071 0.90572 -1.55013 -0.142 0.014 -0.155
H 2.89202 -2.43931 -0.02632 0.159 -0.217 -0.265
H 1.46015 -2.37448 0.84261 -0.448 0.290 0.157
H -1.44741 -2.70607 -1.17734 0.466 -0.075 0.508
H -2.73632 0.48788 0.72581 0.143 0.130 0.056
H 0.23949 -1.23201 2.32056 0.003 0.095 0.203
H 2.64374 -4.98253 -0.60527 0.031 -0.271 0.174
H -0.30433 -4.48950 -2.99161 -0.257 -0.317 -0.154
C 1.15030 -0.15117 6.52826 -0.715 -0.240 0.336
C 2.49544 -0.66325 7.06155 -0.104 -0.266 -0.578
C 3.46667 0.40204 7.56577 0.441 0.139 0.248
F 3.80522 1.26362 6.58321 0.167 -0.201 0.493
F 4.60467 -0.19608 7.99813 -0.138 -0.044 -0.024
F 3.08543 -1.43495 6.12362 0.065 0.020 0.132
F 2.21682 -1.47937 8.11837 -0.012 0.229 0.222
O 1.04410 -0.00146 5.12905 0.606 0.136 -0.113
C 1.51065 1.16632 4.55842 -0.484 0.183 0.502
C 2.69029 0.90337 3.62925 0.449 -0.177 -0.380
F 3.71303 0.31447 4.29578 -0.178 0.017 -0.156
F 3.15804 2.06751 3.12762 -0.218 0.106 0.098
F 1.80281 2.07883 5.51102 -0.172 0.171 -0.385
F 0.49869 1.67283 3.82882 0.105 0.027 -0.182
H 0.42246 -0.92293 6.77282 0.099 -0.141 -0.037
H 0.81445 0.74080 7.05700 0.248 0.076 0.005
H 3.03346 0.96045 8.40095 -0.055 -0.027 -0.041
H 2.39956 0.25602 2.80262 -0.096 0.122 0.104
C -7.74156 2.09575 0.02665 -0.521 0.245 0.589
C -7.20190 3.09027 -1.01073 0.471 -0.153 0.399
C -7.53693 2.78599 -2.46938 -0.029 0.163 -0.505
F -7.02685 1.59509 -2.85263 -0.171 0.481 -0.200
F -6.99321 3.74021 -3.26391 -0.027 -0.015 0.140
F -5.86776 3.22539 -0.85074 -0.064 0.068 -0.110
F -7.75394 4.30231 -0.72081 -0.267 -0.051 -0.167
O -6.84190 1.10201 0.47249 0.325 -0.036 -0.561
C -6.70144 -0.03786 -0.28572 -0.729 0.154 0.277
C -5.29243 -0.16201 -0.85764 0.639 -0.072 -0.248
F -4.98430 0.90559 -1.62867 0.056 -0.163 0.208
F -5.19973 -1.26208 -1.64104 -0.194 -0.073 0.118
F -7.64432 -0.09186 -1.24914 0.146 -0.458 0.160
F -6.91931 -1.08519 0.53614 0.196 -0.136 -0.073
H -7.95577 2.68387 0.91712 0.149 0.101 -0.002
H -8.69826 1.66968 -0.27526 0.093 -0.006 -0.238
H -8.61927 2.78210 -2.62846 0.014 -0.022 0.070
H -4.55311 -0.23540 -0.06090 -0.250 -0.132 0.060


Record 3
61
Properties=species:S:1:pos:R:3:forces:R:3 method="wB97M-V/def2-TZVPD" gap_ev=6.249 homo_ev=-1.2 fmax_ev_per_a=3.4 total_charge=-2
C -0.31833 2.29565 3.73020 0.430 0.423 -0.347
C 0.26203 2.08959 2.29733 -1.920 -0.984 0.532
C -0.91192 2.07918 1.26568 0.250 0.500 0.106
C -0.97729 0.79560 0.40322 0.725 1.729 -0.873
C -1.84776 1.06907 -0.84884 -0.274 -0.733 0.958
C -2.64875 2.17551 -1.02321 -0.097 0.830 0.623
C -3.36967 2.39130 -2.17722 -0.382 0.547 -0.350
C -3.32573 1.48642 -3.21355 -0.069 0.386 0.100
C -2.52464 0.37459 -3.03327 -0.353 -0.646 -1.528
C -1.80671 0.15651 -1.89171 0.502 -0.377 0.197
O 0.32347 0.75975 -0.18792 0.319 -1.023 0.247
Al 1.11447 -0.87135 -0.03624 -0.933 1.290 0.913
C 2.80041 -0.44823 1.01537 0.328 0.474 -0.632
C 3.35557 0.91160 0.44534 0.075 -0.310 -0.143
P 1.55793 -1.74858 -2.19902 -0.456 -0.660 -0.098
C 1.66686 -0.26441 -3.33300 0.638 -0.257 -0.367
C 2.01331 -0.62942 -4.80383 -0.345 0.890 0.187
C 3.28763 -2.51938 -2.05573 0.208 0.785 -0.027
C 4.42139 -1.65961 -2.65286 0.543 -0.652 0.307
O -0.32019 -1.50211 0.81140 0.211 0.117 -0.994
C -1.32711 -0.54856 1.15956 2.806 -1.948 -0.045
N -1.23482 -0.45127 2.64490 -2.985 1.371 -0.769
C -1.91749 -1.26348 3.33755 0.281 0.011 0.325
C -3.05367 -0.70463 4.21367 1.322 -0.177 1.096
C -1.68272 -2.76333 3.42772 -0.466 0.003 0.218
C -2.75776 -1.10816 0.77702 -1.194 -0.741 -0.169
O -2.83064 -2.28747 0.36093 0.527 0.564 0.272
O -3.74509 -0.34642 0.96149 0.689 0.471 0.296
H 0.20920 1.66596 4.45794 0.047 0.395 0.048
H -0.24966 3.36656 3.97955 0.052 -0.240 0.351
H -1.37131 2.01138 3.79109 0.191 -0.084 -0.191
H 0.99671 2.85411 2.03720 0.085 -0.251 0.086
H 0.67824 1.08026 2.27958 0.430 0.370 -0.144
H -0.71166 2.91007 0.57281 -0.110 -0.309 -0.111
H -1.87131 2.33295 1.73905 0.167 -0.349 0.079
H -2.72499 2.94736 -0.26253 0.052 -0.284 0.094
H -3.96474 3.29855 -2.27790 0.034 -0.101 0.082
H -3.88380 1.69431 -4.12264 0.096 -0.283 -0.003
H -2.47243 -0.34342 -3.85373 0.092 -0.024 0.230
H -1.17823 -0.72847 -1.82882 -0.172 0.053 0.154
H 3.61606 -1.17669 0.89025 -0.221 -0.072 0.436
H 2.59049 -0.26774 2.07767 0.059 -0.491 -0.095
H 4.41783 0.82560 0.16121 -0.165 0.047 0.092
H 2.81788 1.24855 -0.45139 0.030 0.027 0.176
H 3.28415 1.71991 1.18363 -0.069 -0.099 -0.151
H 0.68281 0.21496 -3.36215 0.036 -0.252 0.455
H 2.36415 0.49701 -2.95499 -0.117 -0.070 -0.178
H 1.53881 -1.56487 -5.11730 0.192 0.028 0.142
H 3.09168 -0.64438 -4.98999 -0.163 -0.252 0.035
H 1.59317 0.17644 -5.42889 0.205 -0.240 -0.115
H 3.27610 -3.53136 -2.47870 0.066 0.241 -0.138
H 3.53196 -2.64608 -0.99176 -0.296 0.041 -0.124
H 4.33723 -0.60388 -2.37609 -0.153 -0.150 -0.134
H 4.51658 -1.76533 -3.73890 -0.216 0.183 0.138
H 5.38197 -2.00829 -2.23560 -0.104 0.116 -0.138
H -3.54801 0.10595 3.68029 -0.045 -0.275 -0.106
H -2.55875 -0.28993 5.11360 -0.286 0.089 -0.146
H -3.73113 -1.48579 4.57863 -0.043 0.167 -0.279
H -2.64273 -3.27036 3.59087 0.222 -0.140 -0.315
H -1.10404 -2.92825 4.35584 -0.058 0.125 -0.190
H -1.11502 -3.16346 2.58720 -0.217 0.201 -0.073


Record 4
87
Properties=species:S:1:pos:R:3:forces:R:3 method="wB97M-V/def2-TZVPD" gap_ev=9.551 relative_energy_kcal_mol=66.8 homo_ev=-10.1 fmax_ev_per_a=7.8
Cd 0.36187 0.75859 2.57998 1.270 3.264 6.947
S -0.17161 -0.58182 0.52982 -0.368 -3.030 -3.914
O -0.60864 0.74129 0.91022 -4.454 3.443 -3.926
O 0.70071 -0.51601 -0.62141 0.434 0.167 -1.594
O 0.64337 -0.91889 1.67425 2.791 -5.728 1.189
O -1.26113 -1.52712 0.35009 -0.349 0.177 -0.013
C 3.03911 3.67342 0.19769 -2.545 1.415 0.303
O 3.66596 2.46499 0.44762 1.689 -1.712 0.240
C 3.15580 1.52767 1.22038 -0.596 -1.201 0.571
O 2.04008 1.59322 1.78933 4.735 1.477 -1.891
O 3.94293 0.42483 1.35440 -2.824 1.289 0.756
C 5.19186 0.26548 0.74553 1.585 0.470 -0.536
H 3.63760 4.44884 -0.28046 0.618 -0.777 0.007
H 2.64678 4.09845 1.12155 0.189 0.023 0.238
H 2.15125 3.49501 -0.40894 0.093 0.007 -0.267
H 5.11887 0.04652 -0.31976 -0.156 0.332 -0.044
H 5.73712 -0.56729 1.18968 -0.602 -0.112 0.297
H 5.79961 1.14669 0.95101 0.043 0.076 -0.425
C -1.34247 -2.90942 4.45563 0.750 0.241 -1.251
O -2.40799 -2.14046 3.88047 -0.968 1.398 0.427
C -2.27859 -0.82705 3.62995 0.061 -2.295 -0.882
O -1.19322 -0.26440 3.64190 -2.134 -0.059 1.362
O -3.48824 -0.38485 3.22858 1.762 -0.002 0.480
C -3.59281 0.97719 2.82537 0.020 0.912 -0.615
H -1.77625 -3.86227 4.75899 -0.030 0.417 0.365
H -0.77291 -2.34638 5.19501 -0.416 -0.169 0.298
H -0.65830 -3.12999 3.63625 0.152 -0.054 0.081
H -3.22778 1.68665 3.56800 -0.582 -0.266 0.610
H -4.63569 1.08811 2.52840 0.077 0.245 0.494
H -3.00508 1.29206 1.96309 0.317 -0.928 -0.400
C -1.53016 5.67294 4.82157 -0.717 -0.767 -1.122
O -1.11258 4.28832 4.56816 0.550 -0.723 1.161
C -0.94748 3.73118 3.39374 0.979 0.559 -1.302
O -0.52351 2.57222 3.24658 -1.418 3.217 0.912
O -1.19196 4.60797 2.39167 0.162 -0.252 1.489
C -0.82681 4.26669 1.05338 -0.593 -0.538 -0.374
H -2.56761 5.62657 4.49044 0.063 0.924 -0.091
H -0.89727 6.36763 4.26934 -0.262 -0.118 -0.076
H -1.52168 5.91485 5.88436 0.383 -0.701 -0.072
H -1.13671 5.07504 0.39110 0.036 0.169 0.391
H -1.44199 3.40455 0.79572 0.645 -0.301 -0.363
H 0.25187 4.13102 0.97512 -0.192 -0.353 -0.004
C -0.83633 -2.45087 -2.95853 -0.914 -1.502 1.363
C -1.93503 -3.34772 -3.57590 2.367 0.103 1.007
O -1.16417 -4.24096 -4.34925 0.013 -0.684 -0.603
C 0.10384 -3.79802 -4.58521 1.709 -1.370 0.472
O 0.95955 -4.41190 -5.22852 -2.984 2.770 2.017
O 0.27098 -2.68201 -3.76168 1.582 -0.251 -2.512
F -2.67380 -2.63117 -4.39025 -1.671 0.844 -1.213
H -0.57541 -2.87314 -1.98811 -0.173 0.224 0.355
H -1.11158 -1.40931 -2.79272 0.122 -0.029 -0.562
H -2.51690 -3.90279 -2.84010 -0.199 0.009 -0.291
C 2.97414 -1.21645 -2.64332 1.827 0.331 2.009
C 3.12261 -2.44492 -1.71087 -0.659 0.789 -1.933
O 4.53317 -2.70856 -1.62745 -1.804 -0.169 1.465
C 5.12330 -1.96941 -2.53780 3.297 1.542 -2.269
O 6.26717 -2.05564 -2.94128 -1.622 -0.469 1.246
O 4.34427 -0.96966 -2.98147 -0.288 -0.210 -0.933
F 2.62105 -3.47974 -2.40751 -0.596 -1.350 0.169
H 2.76655 -0.38498 -1.96979 -0.993 0.042 -0.544
H 2.34139 -1.38521 -3.51467 0.058 0.096 0.285
H 2.50635 -2.23098 -0.83762 0.877 -0.726 0.725
C 0.88305 1.32583 -3.20675 -0.006 -0.725 1.123
C -0.13836 2.09011 -2.40429 0.517 -1.453 -1.330
O -0.99962 2.39271 -3.44009 -2.726 1.218 -0.368
C -0.35315 2.48727 -4.63382 -2.517 -0.375 -3.962
O -0.85296 2.74739 -5.76143 1.962 -0.421 5.084
O 0.84501 2.00380 -4.42166 2.241 0.612 -1.783
F 0.41154 3.25162 -1.99995 0.395 1.130 1.190
H 0.48623 0.33833 -3.44230 0.350 -0.366 0.605
H 1.86264 1.31739 -2.72882 -0.076 0.004 -0.492
H -0.59433 1.52140 -1.59387 -0.128 0.453 -0.037
C -3.42434 0.64053 -1.45568 0.155 0.223 -0.548
Cl -3.96238 0.23449 -3.14470 0.274 0.243 1.298
Cl -3.27363 2.42824 -1.22529 -0.226 -0.678 0.019
H -4.10837 0.26314 -0.69558 -0.139 0.044 -0.457
H -2.44147 0.19733 -1.29563 -0.145 0.093 -0.084
C 0.54719 -4.28693 0.89935 -0.134 0.550 -0.531
Cl 2.24672 -4.76233 0.81590 -0.060 -0.208 0.195
Cl -0.47307 -5.32445 1.94471 0.467 0.418 -0.444
H 0.52380 -3.23788 1.19437 -0.153 -0.320 0.568
H 0.16078 -4.29536 -0.11982 -0.086 -0.454 0.178
C -3.52818 -3.16819 0.63697 -0.360 0.354 1.148
Cl -4.68136 -3.01797 -0.67855 0.033 0.040 -0.466
Cl -4.15806 -4.25399 1.89855 0.093 -0.563 -0.094
H -2.54491 -3.48225 0.28675 -0.364 0.060 0.132
H -3.52024 -2.22888 1.18990 0.486 -0.006 -0.651